{"formula": "C17H42F2O14", "method": "ωB97M-V/def2-TZVPD", "species": ["C", "C", "O", "C", "O", "O", "F", "H", "H", "H", "C", "C", "O", "C", "O", "O", "F", "H", "H", "H", "C", "C", "C", "O", "C", "H", "H", "H", "H", "H", "H", "H", "H", "C", "O", "H", "H", "H", "H", "C", "O", "H", "H", "H", "H", "C", "O", "H", "H", "H", "H", "C", "O", "H", "H", "H", "H", "C", "O", "H", "H", "H", "H", "C", "O", "H", "H", "H", "H", "C", "O", "H", "H", "H", "H"], "coordinates": [[8.416, 1.954, -2.027], [7.593, 2.637, -3.180], [6.306, 1.997, -3.044], [6.384, 0.839, -2.249], [5.498, 0.038, -2.015], [7.543, 0.845, -1.644], [8.127, 2.471, -4.408], [8.491, 2.598, -1.151], [9.331, 1.611, -2.509], [7.549, 3.709, -2.987], [-3.103, 4.964, 2.656], [-3.948, 5.294, 3.840], [-4.610, 4.097, 4.102], [-4.653, 3.312, 3.004], [-5.394, 2.377, 2.787], [-3.678, 3.695, 2.159], [-4.669, 6.231, 3.450], [-2.067, 4.751, 2.920], [-3.034, 5.670, 1.829], [-3.450, 5.642, 4.745], [2.643, -5.783, -0.624], [3.949, -5.157, -0.310], [3.484, -3.870, 0.422], [2.312, -3.613, -0.282], [1.747, -4.679, -1.096], [2.174, -6.257, 0.238], [2.723, -6.501, -1.440], [4.345, -4.960, -1.306], [4.663, -5.823, 0.174], [4.099, -2.982, 0.273], [3.149, -3.950, 1.456], [1.844, -4.441, -2.155], [0.693, -4.775, -0.832], [-6.120, -0.244, -1.499], [-6.724, -0.902, -0.423], [-5.088, -0.025, -1.225], [-6.280, -0.905, -2.350], [-6.556, 0.744, -1.646], [-6.582, -0.339, 0.342], [-2.734, -3.983, -3.727], [-1.814, -4.046, -4.786], [-3.173, -4.931, -3.418], [-2.237, -3.627, -2.825], [-3.603, -3.392, -4.016], [-1.999, -4.780, -5.377], [2.672, 0.022, 4.706], [2.752, 1.250, 5.274], [3.343, -0.635, 5.260], [1.685, -0.439, 4.728], [3.068, 0.006, 3.691], [2.197, 1.867, 4.792], [-0.678, -0.103, 0.847], [0.547, 0.563, 0.619], [-1.047, -0.291, -0.161], [-0.548, -1.086, 1.299], [-1.454, 0.497, 1.323], [1.061, -0.025, 0.062], [-3.033, 3.694, -2.553], [-4.218, 3.690, -3.320], [-2.782, 2.783, -2.010], [-2.268, 3.639, -3.328], [-2.761, 4.689, -2.202], [-4.329, 4.629, -3.486], [2.258, 4.455, 1.743], [1.410, 3.656, 2.539], [3.294, 4.117, 1.783], [1.861, 4.331, 0.736], [2.219, 5.490, 2.085], [1.180, 2.898, 1.997], [-4.419, -4.299, 0.919], [-5.135, -4.439, -0.262], [-3.686, -5.091, 1.074], [-3.847, -3.405, 0.672], [-5.120, -4.239, 1.752], [-5.769, -3.737, -0.427]], "lowdin_charge": [0.002, -0.292, 0.097, -0.525, 0.146, 0.069, 0.071, 0.137, 0.137, 0.159, -0.012, -0.441, 0.153, -0.538, 0.145, 0.070, 0.170, 0.133, 0.142, 0.177, -0.225, -0.157, -0.196, -0.187, -0.164, 0.119, 0.115, 0.117, 0.112, 0.117, 0.116, 0.118, 0.116, -0.170, -0.127, 0.073, 0.085, 0.076, 0.075, -0.180, -0.117, 0.074, 0.075, 0.073, 0.074, -0.221, -0.095, 0.080, 0.078, 0.076, 0.072, -0.160, -0.129, 0.072, 0.078, 0.079, 0.077, -0.177, -0.117, 0.081, 0.065, 0.078, 0.070, -0.160, -0.133, 0.075, 0.080, 0.078, 0.054, -0.175, -0.136, 0.078, 0.073, 0.081, 0.068], "multiplicity": 1, "mol_weight_g_mol": 508.5, "orbital_gap_ev": 9.6, "max_force_ev_per_a": 7.36}